1.
58
Properties=species:S:1:pos:R:3:mulliken_charge:R:1 method="wB97M-V/def2-TZVPD" largest_force_ev_per_a=1.11 total_charge=+3 homo_ev=-17.78 gap_ev=7.414 lumo_energy_ev=-10.4 mol_weight_g_mol=681.6
Os -0.18287 0.06802 0.32957 2.7047
C -2.17447 -3.67751 3.47726 -0.9526
N -1.89820 -3.21500 2.10332 0.1011
C -2.46247 -4.02244 1.00801 -0.9794
C -1.15989 -2.17424 1.87547 0.6626
O -0.84709 -1.80569 0.68821 -0.9641
C -0.57647 -1.39667 3.02910 -0.5442
O 0.01209 -0.19082 2.49385 -0.5157
C 1.25452 0.26144 3.06249 -0.8249
C 2.25381 0.28601 1.93619 1.0207
O 1.77633 0.19819 0.74592 -1.0538
N 3.52689 0.39573 2.14723 0.0431
C 4.50103 0.39907 1.04152 -0.9634
C 4.08561 0.49340 3.50824 -1.0083
H -2.71302 -4.61728 3.41042 0.3889
H -2.80008 -2.95907 4.00599 0.3710
H -1.24943 -3.85638 4.02327 0.3666
H -2.00832 -5.01167 1.03227 0.4044
H -2.26644 -3.54792 0.05422 0.2825
H -3.53508 -4.11184 1.16753 0.3960
H 0.18330 -1.99998 3.53102 0.5438
H -1.34352 -1.11334 3.75042 0.3868
H 1.55489 -0.37431 3.89331 0.6362
H 1.09929 1.27582 3.43758 0.3949
H 4.00982 0.14567 0.10983 0.3054
H 5.27058 -0.33670 1.26719 0.4022
H 4.95445 1.38655 0.97488 0.3748
H 3.44058 1.08117 4.15727 0.4286
H 5.04293 1.00225 3.43885 0.3666
H 4.24692 -0.50115 3.92329 0.3489
O 0.92150 -1.18118 -7.08571 -0.5660
N 0.24945 -0.22372 -6.79051 1.0424
O -0.21656 0.60836 -7.52783 -0.5666
C -0.04085 -0.05269 -5.34365 -0.6444
C -0.77583 1.03779 -4.93423 -0.5457
C -1.06317 1.17558 -3.58775 -0.2782
C -0.64306 0.24735 -2.62955 1.2500
O -1.02668 0.33542 -1.37817 -0.7397
C 0.19254 -0.78072 -3.10777 0.0722
C 0.48345 -0.96089 -4.44977 -0.5080
N 0.86525 -1.65483 -2.17278 0.9014
O 1.25142 -2.71855 -2.53385 -0.4639
O 1.09278 -1.28447 -0.97791 -0.5592
N -1.70002 2.40608 -3.13818 1.1210
O -1.44739 3.41463 -3.73280 -0.5401
O -2.33051 2.37132 -2.07208 -0.7779
H -1.10820 1.77004 -5.65998 0.6445
H 1.10779 -1.77357 -4.79933 0.6628
N -1.91898 4.48440 -0.41506 -0.1166
C -2.12624 3.53003 0.71273 -0.8721
C -1.23995 2.31509 0.59059 1.0837
O -1.65447 1.20262 1.08592 -0.7852
O -0.11122 2.29406 0.06264 -0.7378
H -1.01136 4.95252 -0.38240 0.3771
H -2.64273 5.20862 -0.40491 0.4218
H -2.02112 3.95312 -1.32477 0.2047
H -3.16763 3.21474 0.71312 0.3955
H -1.91390 4.02756 1.66023 0.4006

2.
82
Properties=species:S:1:pos:R:3:mulliken_charge:R:1 method="wB97M-V/def2-TZVPD" largest_force_ev_per_a=3.41 total_charge=-1 homo_ev=-3.76 gap_ev=5.324 lumo_energy_ev=1.6 mol_weight_g_mol=1524.4
O -2.03175 0.92487 1.56657 -0.5982
C -0.88300 0.72724 1.92310 -0.0585
C -0.54721 0.78362 3.47622 -0.5064
N 0.89246 0.73141 3.72556 -0.7519
C 1.28452 -0.47537 4.20899 0.8338
C 0.58338 -1.79487 4.06395 -0.3576
C 1.17559 -2.98138 4.61142 -0.5266
N 2.32944 -3.16541 5.33072 -0.6811
C 2.92276 -1.92409 5.47786 -0.7019
C 2.54650 -0.63416 4.99352 -0.3557
C 0.26600 0.46642 0.89381 0.8106
C 0.63106 1.53933 -0.05044 -0.7027
C 1.70959 1.33070 -1.00956 -0.5923
C 2.50078 0.09415 -1.08754 0.1824
C 2.11548 -0.99096 -0.14597 -0.3431
C 1.01089 -0.77257 0.79692 -0.5493
H -0.88835 1.81846 3.79046 0.2666
H -1.16472 0.06135 4.07343 0.3604
H -0.38392 -1.85572 3.51384 0.2881
H 0.59727 -3.93360 4.43868 0.2489
H 3.86429 -1.95066 6.09293 0.6947
H 3.18515 0.25277 5.20716 0.3219
H 0.03335 2.49065 0.00084 0.5078
H 1.99172 2.13514 -1.75716 0.1153
H 3.36186 -0.07383 -1.80222 0.4625
H 2.62952 -1.97241 -0.10021 0.5626
H 0.76081 -1.63124 1.46059 0.1381
C 1.25459 2.57090 -5.24878 -0.0126
Cl 2.71136 2.50589 -4.24850 -0.0985
Cl -0.19777 2.64785 -4.24798 -0.0256
Cl 1.32271 3.95380 -6.34900 -0.1414
H 1.20867 1.66400 -5.84302 0.2903
C 6.48400 -2.48979 3.05861 0.0149
Cl 7.93224 -2.60393 4.07275 -0.0908
Cl 5.03337 -2.32684 4.05436 0.0204
Cl 6.62311 -1.13048 1.93066 -0.1457
H 6.40192 -3.40554 2.48044 0.2219
C -4.18156 2.25500 -0.66886 0.1546
Cl -5.44603 3.47419 -0.44584 -0.0451
Cl -4.87843 0.74222 -1.25485 -0.0780
Cl -2.94328 2.84283 -1.78936 -0.1113
H -3.71178 2.06552 0.29133 0.1445
C -5.24142 2.60379 -4.64923 0.8108
Cl -6.49922 3.82562 -4.42633 -0.1268
Cl -5.93939 1.09667 -5.25671 -0.0781
Cl -3.98734 3.19501 -5.74469 -0.1431
H -4.78500 2.40305 -3.68441 -0.4802
C 10.73448 -4.84307 6.23705 0.0511
Cl 9.07942 -5.27332 6.67787 -0.1066
Cl 11.46922 -6.11858 5.25677 -0.1295
Cl 10.76828 -3.30007 5.37683 -0.1145
H 11.31375 -4.73784 7.14850 0.2957
C 5.86125 -2.56308 -1.25245 0.2637
Cl 4.56938 -1.38413 -0.97962 -0.0867
Cl 5.20880 -4.11089 -1.81867 -0.1358
Cl 7.04352 -1.93486 -2.41067 -0.1701
H 6.36756 -2.73289 -0.30727 -0.0068
C -8.24323 5.44684 2.01948 0.0543
Cl -9.95504 5.63706 2.42194 -0.1326
Cl -7.56522 4.03641 2.83673 -0.1050
Cl -8.02649 5.31631 0.27040 -0.1138
H -7.71236 6.32848 2.36362 0.2849
C -6.18367 -1.27107 -8.41265 0.1328
Cl -4.48296 -1.26905 -8.89161 -0.1196
Cl -7.18563 -1.99279 -9.67865 -0.1355
Cl -6.39855 -2.12900 -6.88372 -0.1195
H -6.49957 -0.24189 -8.27301 0.2296
C 0.95969 5.73701 1.24413 0.0028
Cl 0.98695 4.00706 0.87193 -0.0130
Cl 0.59682 6.00284 2.95447 -0.1397
Cl 2.49982 6.49439 0.81023 -0.1514
H 0.17531 6.20023 0.65411 0.2661
C -8.89697 -0.42036 -1.67524 -0.0138
Cl -7.73125 0.01167 -2.92992 -0.0125
Cl -10.14816 -1.48854 -2.32718 -0.1407
Cl -8.08305 -1.18133 -0.30399 -0.1178
H -9.37437 0.48953 -1.32583 0.2793
C 1.46293 -4.83121 -2.99095 -0.0467
Cl 2.31753 -5.41649 -4.42642 -0.1329
Cl 2.02025 -3.21663 -2.54953 0.0752
Cl -0.28377 -4.83641 -3.26318 -0.1261
H 1.68112 -5.50396 -2.16759 0.2869

3.
13
Properties=species:S:1:pos:R:3:mulliken_charge:R:1 method="wB97M-V/def2-TZVPD" largest_force_ev_per_a=7.25 total_charge=+2 homo_ev=-19.86 gap_ev=7.759 lumo_energy_ev=-12.1 mol_weight_g_mol=132.1 relative_energy_kcal_mol=0.0
O 3.21093 1.11824 2.80181 -0.3352
C 2.20198 0.92824 2.16973 0.6901
O 1.88116 1.23580 0.97171 -0.2074
O 1.20294 0.05798 2.63909 -0.2242
H 1.29794 -0.19428 3.56512 0.4425
C -0.22098 -1.49108 -0.79818 0.3288
O -0.35509 -0.86443 0.26068 -0.0508
C 0.50849 -0.97491 -1.97213 -0.9033
H -0.28705 -1.25338 -2.73378 0.3570
H -0.35307 -2.58711 -0.74747 0.4130
H 0.57852 0.11591 -2.00367 0.4182
H 1.35281 -1.64447 -2.19681 0.3573
Al 0.25524 0.44896 1.04527 0.7139

4.
18
Properties=species:S:1:pos:R:3:mulliken_charge:R:1 method="wB97M-V/def2-TZVPD" largest_force_ev_per_a=4.40 total_charge=-1 homo_ev=-3.99 gap_ev=7.739 lumo_energy_ev=3.8 mol_weight_g_mol=103.1 relative_energy_kcal_mol=26.0
C 0.53313 0.33891 3.10182 -0.6912
C -0.79747 1.09511 2.87414 -0.7171
H 0.33070 -0.59166 3.68835 0.2204
H 0.92717 0.06813 2.17052 0.1197
H 1.35250 0.75794 3.74367 0.2983
H -1.47572 0.57366 2.12501 0.2241
H -0.53232 2.05624 2.41731 0.2226
H -1.43489 1.13369 3.76554 0.3306
C 0.58735 -0.94771 -0.85766 0.2401
C 1.83166 -0.25547 -1.44885 -1.1940
C -0.59564 -0.28695 -1.39660 0.4366
O -1.13820 -0.80825 -2.45089 -0.7748
O -0.86548 0.74907 -0.74501 -0.6813
H 0.66044 -2.11879 -1.20329 0.2281
H 0.70724 -0.76197 0.18230 -0.1779
H 1.52712 -0.33673 -2.52648 0.2964
H 2.73670 -0.77576 -1.22711 0.3274
H 1.87627 0.80543 -1.20559 0.2920

5.
81
Properties=species:S:1:pos:R:3:mulliken_spin:R:1 method="wB97M-V/def2-TZVPD" s2=15.9348 largest_force_ev_per_a=1.94 total_charge=+1 homo_ev="-9.14 / -9.14" gap_ev="5.258 / 2.882" multiplicity=8 lumo_energy_ev="-3.9 / -6.3" mol_weight_g_mol=970.7 relative_energy_kcal_mol=0.0
Gd -0.26418 -0.81987 1.05349 5.4380
Se -4.01281 0.06426 3.12852 1.2287
Se -2.37734 1.45527 1.57738 0.5731
C -2.86574 0.40344 0.07350 -0.0644
C -3.74511 0.92676 -0.90231 0.0499
C -4.15447 0.09756 -1.93868 -0.0063
C -3.71715 -1.24937 -1.97076 0.0335
C -2.90946 -1.71310 -0.95026 -0.0033
N -2.45560 -0.88608 0.03297 -0.0004
C -2.70056 -1.16417 3.75552 -0.0359
C -3.23146 -1.78091 4.92363 0.0762
C -2.50778 -2.79030 5.60037 -0.0135
C -1.22623 -3.07410 5.13841 0.0641
C -0.75881 -2.43850 4.00223 0.0239
N -1.46017 -1.50466 3.28160 0.0121
H -4.07695 1.97255 -0.83402 -0.0001
H -4.80288 0.50701 -2.71965 0.0003
H -4.02261 -1.90435 -2.78582 0.0006
H -2.57921 -2.74618 -0.87440 0.0045
H -4.22464 -1.48232 5.27587 -0.0140
H -2.95513 -3.30073 6.45229 -0.0003
H -0.58440 -3.82409 5.62684 0.0018
H 0.21990 -2.69290 3.57326 0.0009
I 2.20628 -2.86539 0.73799 0.0053
C -0.00784 -3.29083 0.39498 -0.1667
H -0.12791 -4.17401 1.04272 0.0076
H 0.03496 -3.62864 -0.65575 0.0054
C 1.95065 -2.99415 -6.73702 0.0000
C 1.14666 -2.27238 -5.67320 0.0001
C 0.14315 -3.00856 -4.99062 0.0011
C -0.71933 -2.35513 -4.13296 0.0009
C -0.66628 -0.98075 -3.97321 -0.0006
C 0.42789 -0.23811 -4.46776 0.0003
N 0.63947 1.08122 -4.10154 -0.0001
C -0.10203 2.02259 -3.35392 0.0013
C -0.55164 3.07509 -4.18802 -0.0009
C -1.04285 4.26565 -3.66374 0.0009
C -1.21613 4.31055 -2.26732 0.0092
C -0.91388 3.21110 -1.47446 0.0662
C -0.26493 2.05419 -1.94389 -0.0384
C 0.21412 0.96256 -0.95888 -0.1485
O 0.16008 -0.26412 -1.27475 -0.0470
O 0.58970 1.25137 0.21968 -0.0406
C 1.33647 -0.90638 -5.38128 0.0004
C 2.44642 -0.12131 -6.04418 0.0000
H 1.54840 -4.00737 -6.86992 0.0000
H 3.00126 -3.08076 -6.49342 0.0000
H 1.89715 -2.47584 -7.70735 0.0000
H 0.06518 -4.08699 -5.17895 0.0000
H -1.49060 -2.94959 -3.61427 -0.0006
H -1.38648 -0.44583 -3.33283 0.0002
H 1.45623 1.53020 -4.50846 -0.0001
H -0.40474 2.92913 -5.27804 0.0000
H -1.30399 5.11441 -4.30070 0.0002
H -1.62699 5.17817 -1.77092 -0.0001
H -1.17765 3.25029 -0.41723 -0.0019
H 3.22810 0.14729 -5.34512 0.0000
H 2.05327 0.77432 -6.49684 0.0000
H 2.91202 -0.72895 -6.85131 0.0000
C 1.69875 3.35447 2.39789 -0.0112
C 2.49190 2.09707 2.80733 -0.0046
P 1.57195 0.62144 3.33223 -0.0172
C 2.78771 -0.44208 4.22204 0.0004
C 4.12808 0.16021 4.68648 -0.0008
C 0.41372 1.22422 4.62489 -0.0016
C 1.08644 1.96366 5.77340 -0.0015
H 2.39308 4.08994 2.00717 0.0002
H 1.15227 3.81588 3.23889 -0.0013
H 0.97239 3.15425 1.58969 0.0179
H 3.16391 2.36265 3.62609 -0.0007
H 3.10092 1.75945 1.96246 -0.0002
H 3.00591 -1.23297 3.49305 0.0005
H 2.23390 -0.94669 5.03981 0.0005
H 4.72320 0.44541 3.81257 0.0000
H 4.69524 -0.60948 5.21661 -0.0001
H 4.05349 1.06016 5.31057 0.0001
H -0.13614 0.35438 5.01204 -0.0028
H -0.30348 1.88508 4.13031 -0.0007
H 1.75289 1.32272 6.33662 0.0000
H 0.34992 2.36024 6.46415 0.0001
H 1.62254 2.86171 5.44820 0.0000

Calculated total energy across the listed records, respectively: -1944.328104, -16298.668271, -660.027379, -347.608224, -7764.780266 hartree.